# C42H34N4O3Sn

A molecular structure, C42H34N4O3Sn in a non-equilibrium geometry (ωB97M-V/def2-TZVPD, the Open Molecules 2025 dataset).

- ΔE to the lowest compared entry with this formula, charge and spin: 129.9 kJ/mol
- Gap between HOMO and LUMO (spin up / spin down): 0.2405 / 0.2180 hartree
- HOMO level (spin up / spin down): -0.15767 / -0.16923 hartree
- Spin multiplicity: 2
- Charge: -1

Last column: Löwdin charge in e.
Atoms and positions in Å:
1 Sn 0.964 0.554 -1.639  1.1326
2 O 4.865 3.559 4.315  -0.0408
3 C 5.189 2.491 3.789  -0.7162
4 O 5.897 1.564 4.193  -0.0399
5 C 4.512 2.227 2.393  -0.0900
6 C 4.701 1.028 1.730  0.0350
7 C 3.909 0.732 0.624  -0.2308
8 N 3.014 1.595 0.152  0.1093
9 C 2.843 2.768 0.759  -0.2246
10 C 3.586 3.120 1.883  0.0339
11 C 1.766 3.640 0.260  -0.2325
12 C 1.260 4.679 1.047  -0.0246
13 C 0.223 5.454 0.563  -0.0695
14 C -0.289 5.175 -0.694  -0.0614
15 C 0.266 4.118 -1.398  -0.1523
16 N 1.262 3.382 -0.942  0.0582
17 C 3.979 -0.590 -0.017  -0.2366
18 C 4.491 -1.689 0.680  -0.0249
19 C 4.542 -2.920 0.054  -0.0654
20 C 4.069 -3.030 -1.244  -0.0595
21 C 3.548 -1.894 -1.840  -0.1624
22 N 3.512 -0.712 -1.255  0.0508
23 H 5.444 0.352 2.124  0.1115
24 H 3.465 4.053 2.408  0.1081
25 H 1.663 4.869 2.027  0.1036
26 H -0.178 6.261 1.161  0.1038
27 H -1.103 5.750 -1.107  0.0988
28 H -0.099 3.839 -2.377  0.1007
29 H 4.821 -1.581 1.701  0.1048
30 H 4.943 -3.780 0.573  0.1038
31 H 4.088 -3.973 -1.770  0.0972
32 H 3.125 -1.925 -2.833  0.0979
33 C -1.245 0.988 -1.944  -0.1879
34 C -2.317 0.763 -1.380  -0.1811
35 C -3.464 0.443 -0.671  -0.1550
36 C -4.118 -0.790 -1.043  -0.1734
37 C -4.737 -1.634 -0.109  -0.0372
38 C -5.240 -2.859 -0.494  -0.0952
39 C -5.161 -3.276 -1.815  -0.1087
40 C -4.560 -2.449 -2.755  -0.1063
41 C -4.039 -1.233 -2.374  -0.0248
42 C -3.841 1.266 0.445  -0.1714
43 C -2.895 2.138 1.018  -0.0198
44 C -3.229 2.946 2.080  -0.0906
45 C -4.518 2.929 2.600  -0.1043
46 C -5.469 2.092 2.032  -0.1002
47 C -5.144 1.277 0.969  -0.0437
48 H -4.772 -1.348 0.934  0.1106
49 H -5.685 -3.511 0.247  0.0973
50 H -5.547 -4.245 -2.101  0.0946
51 H -4.488 -2.763 -3.789  0.0984
52 H -3.547 -0.595 -3.095  0.1113
53 H -1.895 2.134 0.608  0.0907
54 H -2.484 3.605 2.510  0.0951
55 H -4.785 3.569 3.429  0.0922
56 H -6.480 2.086 2.417  0.0964
57 H -5.908 0.665 0.510  0.1085
58 C -1.374 -4.650 -2.484  -0.0511
59 C -0.405 -3.820 -3.336  -0.6334
60 C -1.117 -3.366 -4.620  -0.0537
61 C 0.833 -4.659 -3.681  -0.0639
62 C 0.010 -2.611 -2.615  -0.1683
63 C 0.348 -1.566 -2.102  -0.2044
64 H -1.722 -5.524 -3.039  0.0792
65 H -2.237 -4.049 -2.199  0.0665
66 H -0.881 -4.993 -1.576  0.0823
67 H -1.455 -4.224 -5.201  0.0780
68 H -0.447 -2.768 -5.236  0.0836
69 H -1.976 -2.750 -4.361  0.0658
70 H 0.554 -5.543 -4.254  0.0756
71 H 1.332 -4.976 -2.768  0.0755
72 H 1.535 -4.070 -4.266  0.0776
73 O 0.327 0.345 0.894  -0.1823
74 N 0.921 0.513 1.999  -0.2130
75 C 1.741 -0.436 2.489  -0.0144
76 C 2.363 -0.283 3.706  -0.0332
77 C 2.154 0.866 4.454  -0.0473
78 C 1.322 1.840 3.925  -0.0307
79 C 0.722 1.642 2.706  -0.0174
80 H 1.871 -1.300 1.857  0.1386
81 H 3.010 -1.065 4.068  0.1171
82 H 2.653 1.010 5.397  0.1174
83 H 1.138 2.757 4.458  0.1183
84 H 0.071 2.363 2.238  0.1237

***

# C5H8N3O

A gas-phase ion, C5H8N3O (charge +1) in a non-equilibrium geometry (ωB97M-V/def2-TZVPD, the Open Molecules 2025 dataset).

- ΔE to the lowest compared entry with this formula, charge and spin: 338.8 kJ/mol
- Gap between HOMO and LUMO: 0.2837 hartree
- HOMO level: -0.49135 hartree
- Charge: +1

Last column: Löwdin charge in e.
Atoms and positions in Å:
1 N -1.003 1.582 2.044  0.1339
2 C -0.663 0.100 1.467  -0.1725
3 C 0.364 -0.664 2.045  -0.2113
4 O 0.847 -1.546 1.424  0.1672
5 N -0.999 -0.033 0.273  0.1428
6 C -1.424 -0.492 -0.841  -0.0094
7 C -0.512 -0.712 -1.959  -0.0675
8 C 0.778 -0.369 -2.025  -0.1504
9 N 1.545 0.403 -1.213  0.1215
10 H -0.222 1.813 2.673  0.0784
11 H -1.108 2.138 1.176  0.0946
12 H 0.732 -0.457 3.008  0.1286
13 H -2.516 -0.864 -0.901  0.1861
14 H -1.026 -1.420 -2.718  0.1498
15 H 1.332 -0.725 -2.847  0.1220
16 H 1.268 0.635 -0.232  0.1026
17 H 2.608 0.611 -1.374  0.1835

***

# C7H11N3S

C7H11N3S in the gas phase in a non-equilibrium geometry (ωB97M-V/def2-TZVPD, the Open Molecules 2025 dataset).

- ΔE to the lowest compared entry with this formula, charge and spin: 292.9 kJ/mol
- Gap between HOMO and LUMO: 0.3195 hartree
- HOMO level: -0.31014 hartree

Last column: Löwdin charge in e.
Atoms and positions in Å:
1 C 2.598 0.381 1.181  -0.1350
2 N 1.842 -0.158 0.139  0.0003
3 C 0.625 -0.126 -0.178  -0.1771
4 C 0.048 -0.855 -1.280  -0.3383
5 C 0.816 -1.362 -2.370  -0.3128
6 S -0.279 -2.096 -3.427  0.9933
7 N -1.553 -1.843 -2.435  -0.3382
8 N -1.224 -1.198 -1.430  -0.0780
9 C -0.531 0.771 0.849  -0.2760
10 C -1.377 1.574 -0.028  -0.1520
11 C -1.368 -0.389 1.479  -0.0870
12 H 3.604 -0.163 1.385  0.1098
13 H 1.878 0.294 2.067  0.0984
14 H 2.753 1.362 0.930  0.0487
15 H 1.872 -1.119 -2.510  0.0813
16 H 0.207 1.424 1.540  0.1521
17 H -2.359 2.053 0.482  0.1344
18 H -0.893 2.383 -0.418  0.0260
19 H -1.767 1.135 -0.996  0.0886
20 H -2.142 -0.757 0.863  0.0540
21 H -1.984 -0.170 2.335  0.0686
22 H -0.766 -1.140 1.821  0.0393

***

# C5H7ClN2OS2

C5H7ClN2OS2 in the gas phase in a non-equilibrium geometry (ωB97M-V/def2-TZVPD, the Open Molecules 2025 dataset).

- ΔE to the lowest compared entry with this formula, charge and spin: 94.0 kJ/mol
- Gap between HOMO and LUMO: 0.3093 hartree
- HOMO level: -0.31984 hartree

Last column: Löwdin charge in e.
Atoms and positions in Å:
1 C -3.140 -1.170 1.871  -0.0907
2 O -3.781 -0.559 0.738  -0.1699
3 C -3.259 0.669 0.598  -0.3276
4 C -1.991 0.784 -0.252  -0.2025
5 N -0.821 0.175 0.394  0.0049
6 C 0.268 0.304 -0.268  -0.7207
7 S 0.692 0.948 -1.863  0.6469
8 S 2.685 0.195 -1.808  0.6075
9 N 2.577 -0.567 -0.375  -0.4006
10 C 1.481 -0.373 0.265  -0.8921
11 Cl 1.408 -0.770 1.910  0.7424
12 H -3.906 -2.000 1.884  0.1125
13 H -2.094 -1.474 1.775  0.0755
14 H -3.264 -0.626 2.774  0.0686
15 H -3.009 1.058 1.634  0.1226
16 H -4.099 1.428 0.320  0.1490
17 H -1.770 1.978 -0.174  0.1691
18 H -2.014 0.378 -1.266  0.1050

***

# C28H29CrN7S2Si

A molecular structure, C28H29CrN7S2Si (ωB97M-V/def2-TZVPD, the Open Molecules 2025 dataset).

- ΔE to the lowest compared entry with this formula, charge and spin: 0.0 kJ/mol
- Gap between HOMO and LUMO (spin up / spin down): 0.2354 / 0.2440 hartree
- HOMO level (spin up / spin down): -0.37751 / -0.38081 hartree
- Spin multiplicity: 4
- Charge: +1

Last column: Löwdin charge in e.
Atoms and positions in Å:
1 Cr -0.276 -0.272 0.448  0.4257
2 C 5.320 0.873 3.752  -0.1707
3 Si 3.874 1.975 3.312  0.5221
4 C 4.457 3.715 2.957  -0.1690
5 C 2.620 1.980 4.690  -0.2052
6 C 3.193 1.303 1.658  -0.2092
7 C 4.063 1.311 0.576  -0.0574
8 C 3.702 0.860 -0.698  -0.0371
9 C 2.428 0.383 -0.873  -0.1039
10 N 1.578 0.356 0.161  -0.1276
11 C 1.907 0.801 1.389  -0.6939
12 S 0.553 0.641 2.477  0.6755
13 H 5.791 1.212 4.677  0.0388
14 H 6.089 0.870 2.977  0.0305
15 H 4.995 -0.158 3.906  0.0353
16 H 4.882 4.163 3.857  0.0392
17 H 3.628 4.346 2.631  0.0396
18 H 5.226 3.747 2.183  0.0306
19 H 3.110 2.389 5.579  0.0403
20 H 2.262 0.980 4.936  0.0210
21 H 1.755 2.604 4.467  0.0255
22 H 5.071 1.688 0.712  0.1098
23 H 4.395 0.893 -1.526  0.1136
24 H 2.051 0.028 -1.823  0.1210
25 S -1.440 1.648 0.016  0.6794
26 C -1.988 1.160 -1.569  -0.7533
27 N -2.660 1.929 -2.414  0.0982
28 N -2.906 3.137 -2.077  0.0325
29 C -3.639 4.016 -2.909  -0.2178
30 C -3.743 5.340 -2.506  -0.0233
31 C -4.461 6.228 -3.290  -0.0705
32 C -5.062 5.791 -4.462  -0.0746
33 C -4.945 4.463 -4.849  -0.0667
34 C -4.235 3.559 -4.076  -0.0172
35 N -1.816 -0.084 -2.060  0.0729
36 N -1.131 -0.871 -1.323  -0.1076
37 C -1.098 -2.225 -1.793  -0.2761
38 C -2.279 -2.940 -1.911  -0.0231
39 C -2.230 -4.272 -2.296  -0.0618
40 C -1.012 -4.879 -2.563  -0.0734
41 C 0.166 -4.149 -2.459  -0.0697
42 C 0.125 -2.819 -2.071  -0.0448
43 H -2.578 3.488 -1.176  0.1030
44 H -3.269 5.673 -1.590  0.1158
45 H -4.550 7.261 -2.983  0.1103
46 H -5.622 6.485 -5.073  0.1086
47 H -5.416 4.124 -5.762  0.1105
48 H -4.144 2.523 -4.367  0.1096
49 H -3.224 -2.457 -1.697  0.1192
50 H -3.147 -4.839 -2.386  0.1112
51 H -0.980 -5.918 -2.862  0.1082
52 H 1.115 -4.614 -2.694  0.1082
53 H 1.036 -2.236 -2.000  0.1001
54 N 1.468 -4.036 1.311  0.1625
55 C 1.499 -2.742 0.947  -0.1247
56 N 0.312 -2.187 0.986  -0.0045
57 C -0.564 -3.180 1.416  -0.2138
58 C -1.940 -3.139 1.630  -0.0056
59 C -2.545 -4.304 2.049  -0.0604
60 C -1.810 -5.484 2.253  -0.0627
61 C -0.447 -5.535 2.045  0.0034
62 C 0.155 -4.356 1.621  -0.1737
63 H 2.268 -4.644 1.364  0.1724
64 H 2.407 -2.236 0.659  0.1461
65 H -2.521 -2.237 1.476  0.1170
66 H -3.612 -4.314 2.227  0.1121
67 H -2.328 -6.373 2.585  0.1116
68 H 0.116 -6.444 2.205  0.1182

***

# C40H35N3O2P2S5V

A molecular structure, C40H35N3O2P2S5V in a non-equilibrium geometry (ωB97M-V/def2-TZVPD, the Open Molecules 2025 dataset).

- ΔE to the lowest compared entry with this formula, charge and spin: 0.0 kJ/mol
- Gap between HOMO and LUMO (spin up / spin down): 0.1524 / 0.1183 hartree
- HOMO level (spin up / spin down): -0.00584 / 0.02828 hartree
- Spin multiplicity: 2
- Charge: -2

Last column: Löwdin charge in e.
Atoms and positions in Å:
1 V -1.454 1.185 0.753  0.2507
2 C -2.536 3.691 -2.409  -0.0368
3 C -2.117 3.356 -0.995  -0.5126
4 O -1.449 2.263 -0.851  -0.2784
5 C -2.432 4.215 0.037  -0.0538
6 C -2.003 3.998 1.373  -0.3256
7 C -1.984 5.141 2.354  -0.0575
8 N -1.508 2.833 1.720  -0.1090
9 N -0.835 2.779 2.921  0.0868
10 C 0.048 1.816 2.863  -0.5144
11 O 0.227 1.096 1.806  -0.2616
12 C 0.892 1.648 4.070  -0.1316
13 C 2.201 1.187 3.970  -0.0261
14 C 2.999 1.076 5.099  -0.1069
15 C 2.492 1.407 6.347  -0.1248
16 C 1.178 1.850 6.457  -0.1023
17 C 0.387 1.978 5.328  -0.0274
18 H -1.667 3.674 -3.072  0.0716
19 H -3.016 4.668 -2.457  0.0631
20 H -3.235 2.925 -2.755  0.0785
21 H -2.937 5.144 -0.197  0.0887
22 H -2.585 5.973 1.985  0.0602
23 H -0.957 5.483 2.508  0.0699
24 H -2.361 4.810 3.322  0.0670
25 H 2.580 0.920 2.994  0.1045
26 H 4.023 0.732 5.004  0.0898
27 H 3.110 1.314 7.233  0.0848
28 H 0.768 2.091 7.431  0.0903
29 H -0.634 2.324 5.396  0.1088
30 C -0.225 0.418 -2.976  -0.1845
31 N 0.360 -0.403 -1.882  -0.4878
32 P 1.732 0.437 -1.167  1.0649
33 C 2.693 0.809 -2.710  -0.3710
34 C 2.832 -0.074 -3.784  -0.1011
35 C 3.629 0.247 -4.867  -0.0949
36 C 4.319 1.455 -4.902  -0.1122
37 C 4.194 2.337 -3.839  -0.1058
38 C 3.386 2.016 -2.757  -0.1063
39 C 2.830 -0.989 -0.761  -0.3600
40 C 3.883 -0.730 0.113  -0.1123
41 C 4.773 -1.726 0.478  -0.1023
42 C 4.635 -3.003 -0.049  -0.1093
43 C 3.617 -3.260 -0.958  -0.0902
44 C 2.724 -2.264 -1.313  -0.1007
45 P -0.962 -0.744 -0.708  1.0075
46 C -2.000 -1.619 -1.963  -0.3434
47 C -3.384 -1.607 -1.836  -0.0742
48 C -4.182 -2.340 -2.709  -0.0787
49 C -3.605 -3.081 -3.728  -0.1129
50 C -2.222 -3.086 -3.875  -0.1053
51 C -1.428 -2.366 -2.998  -0.1432
52 C -0.376 -2.242 0.215  -0.3247
53 C 0.361 -2.023 1.382  -0.1505
54 C 0.812 -3.082 2.152  -0.0835
55 C 0.503 -4.387 1.795  -0.1100
56 C -0.289 -4.617 0.683  -0.1024
57 C -0.733 -3.554 -0.095  -0.0794
58 H 0.573 0.852 -3.574  0.0563
59 H -0.852 1.227 -2.600  0.0531
60 H -0.830 -0.216 -3.624  0.0643
61 H 2.295 -1.015 -3.763  0.0995
62 H 3.716 -0.447 -5.696  0.0947
63 H 4.944 1.703 -5.752  0.0889
64 H 4.725 3.282 -3.861  0.0922
65 H 3.279 2.710 -1.930  0.0943
66 H 3.985 0.270 0.517  0.0921
67 H 5.570 -1.516 1.183  0.0925
68 H 5.311 -3.794 0.252  0.0895
69 H 3.511 -4.253 -1.379  0.0964
70 H 1.911 -2.482 -1.992  0.0857
71 H -3.833 -1.009 -1.052  0.0249
72 H -5.258 -2.330 -2.583  0.0996
73 H -4.226 -3.655 -4.406  0.0875
74 H -1.765 -3.662 -4.672  0.0898
75 H -0.349 -2.385 -3.101  0.0943
76 H 0.577 -1.009 1.691  0.0613
77 H 1.397 -2.885 3.043  0.1006
78 H 0.857 -5.219 2.393  0.0886
79 H -0.581 -5.630 0.427  0.0895
80 H -1.362 -3.768 -0.945  0.0882
81 S -7.513 -2.583 2.995  0.3584
82 C -6.173 -1.728 2.512  -1.5464
83 S -6.179 -0.587 1.211  0.8567
84 C -4.493 -0.097 1.295  -1.1494
85 C -3.755 -0.707 2.251  -1.1189
86 S -2.086 -0.377 2.516  0.6369
87 S -4.613 -1.878 3.245  0.8670
88 S -3.858 1.093 0.223  0.5998

***

# C2H2N2O

C2H2N2O in the gas phase in a non-equilibrium geometry (ωB97M-V/def2-TZVPD, the Open Molecules 2025 dataset).

- ΔE to the lowest compared entry with this formula, charge and spin: 175.9 kJ/mol
- Gap between HOMO and LUMO: 0.4553 hartree
- HOMO level: -0.41841 hartree

Last column: Löwdin charge in e.
Atoms and positions in Å:
1 C -1.059 0.160 -0.052  -0.1967
2 N 0.103 1.068 -0.081  0.1053
3 C 1.049 0.191 -0.013  -0.2460
4 O 0.702 -1.093 -0.094  -0.0289
5 N -0.804 -1.069 -0.004  0.1195
6 H -2.065 0.601 0.052  0.1262
7 H 2.074 0.142 0.191  0.1206